(1)
The following is a DFT calculation (ωB97M-V/def2-TZVPD) of one molecule with the formula C3H7NS in a non-equilibrium geometry.

Cartesian coordinates (Å):
1 N -0.271 0.835 1.346
2 H -1.091 -0.041 -2.268
3 C -0.751 -0.281 -1.147
4 H 1.370 -0.032 2.367
5 H 1.527 -0.298 -1.392
6 H -1.376 0.982 1.463
7 C 0.020 0.670 -0.272
8 H -1.416 -0.938 -0.749
9 H 0.177 1.732 -0.567
10 C 0.734 -0.557 -0.764
11 H 0.846 -1.494 -0.221
12 S 0.231 -0.577 2.204

Computed properties:
Highest occupied orbital energy   -8.62 eV
Energy above the lowest of the compared OMol25 structures with the same formula, charge and spin   270.3 kJ/mol
HOMO-LUMO gap   9.493 eV
Total charge   0
Molecular weight   89.16 g mol⁻¹
Maximum force   4.7 eV/A

---

(2)
The following is a DFT calculation (ωB97M-V/def2-TZVPD) of an isolated ion of composition C18H24NO and charge +1 in a non-equilibrium geometry.

Cartesian coordinates (Å):
1 H 0.280 3.516 2.547
2 C -4.711 -2.394 -1.365
3 N -0.036 1.149 1.148
4 C 3.692 0.334 -1.343
5 H -5.174 -2.109 -2.318
6 C -2.223 -2.068 -1.556
7 C 3.969 -1.026 -1.083
8 H 5.374 -3.248 -0.290
9 H -0.147 0.269 1.688
10 H -2.016 1.629 1.818
11 H 0.023 1.662 -0.890
12 H -1.911 4.701 2.947
13 H 0.915 -1.926 0.147
14 C -2.464 0.508 -0.500
15 C -1.584 3.860 3.567
16 C 5.514 -2.877 -1.318
17 C -1.191 -0.041 -0.719
18 H -0.120 -1.647 -1.701
19 C 1.426 0.081 -0.509
20 C -3.596 -0.254 -0.732
21 C 0.047 0.730 -0.288
22 H -4.488 -3.463 -1.399
23 H -0.211 2.211 3.593
24 C -0.594 2.934 2.862
25 C -3.474 -1.572 -1.173
26 H -1.129 4.298 4.465
27 C -1.089 -1.287 -1.359
28 C 2.927 -1.837 -0.573
29 C -1.084 2.176 1.611
30 H 4.489 0.933 -1.775
31 H -2.151 -3.051 -2.025
32 H 4.900 -3.464 -2.020
33 H 3.096 -2.913 -0.466
34 C 2.446 0.857 -1.074
35 H -2.477 3.320 3.895
36 O 5.207 -1.468 -1.425
37 H 2.228 1.888 -1.374
38 H -1.208 2.840 0.752
39 H -2.567 1.553 -0.201
40 H 6.571 -2.954 -1.598
41 H -4.604 0.149 -0.578
42 H 0.893 1.476 1.422
43 H -5.447 -2.210 -0.574
44 C 1.696 -1.266 -0.239

Computed properties:
Highest occupied orbital energy   -11.61 eV
Energy above the lowest of the compared OMol25 structures with the same formula, charge and spin   82.2 kJ/mol
HOMO-LUMO gap   9.071 eV
Total charge   +1
Molecular weight   270.40 g mol⁻¹
Maximum force   2.0 eV/A

---

(3)
The following is a DFT calculation (ωB97M-V/def2-TZVPD) of one molecule with the formula C3H2N2O2.

Cartesian coordinates (Å):
1 O 0.086 0.036 2.663
2 N 1.013 1.470 0.322
3 H -1.500 -0.079 -1.621
4 C 0.121 -0.213 1.526
5 C -0.144 -0.756 0.326
6 H -0.509 -1.767 0.211
7 N 1.312 1.060 -0.768
8 O -0.601 0.215 -1.840
9 C 0.221 0.036 -0.819

Computed properties:
Highest occupied orbital energy (alpha / beta)   -7.81 / -7.83 eV
Energy above the lowest of the compared OMol25 structures with the same formula, charge and spin   400.1 kJ/mol
HOMO-LUMO gap (alpha / beta)   7.681 / 7.696 eV
Total charge   0
Molecular weight   98.06 g mol⁻¹
Maximum force   0.6 eV/A

---

(4)
The following is a DFT calculation (ωB97M-V/def2-TZVPD) of C30H48P2PrS as an isolated structure in a non-equilibrium geometry.

Cartesian coordinates (Å):
1 C 2.677 0.992 1.893
2 C -1.965 -1.724 5.273
3 C 0.920 -1.680 -4.995
4 H 1.077 0.914 5.923
5 H 0.366 3.299 2.947
6 C 2.828 -0.343 2.389
7 H 4.356 2.097 1.179
8 H -0.741 -2.972 -0.873
9 H -1.491 1.944 -3.961
10 H 0.469 3.084 -1.430
11 H -2.312 1.423 -1.974
12 S -1.417 -1.852 2.590
13 H -0.366 0.472 5.002
14 H 0.925 1.909 -4.447
15 H 1.572 -1.247 -6.996
16 H 2.860 2.392 0.274
17 H 2.121 -1.383 5.512
18 P 0.626 -1.030 -1.264
19 C 0.535 1.092 4.981
20 H 0.010 0.488 -6.971
21 H -0.241 0.498 -2.770
22 H -4.925 -1.740 6.993
23 H -3.003 1.650 1.462
24 C 0.798 0.604 -6.211
25 C 0.189 -2.787 -1.431
26 H 3.246 -2.366 1.772
27 H 4.178 -1.128 0.906
28 C -0.393 -1.763 -4.723
29 H -5.805 -1.670 4.665
30 C -1.457 -1.185 -5.594
31 P -1.062 1.884 0.021
32 H 1.669 3.586 1.767
33 C -4.236 -1.710 6.141
34 H 4.593 -1.556 2.573
35 H -1.081 -1.093 -6.624
36 H -3.249 2.940 0.229
37 C 3.752 -1.394 1.880
38 C 1.433 3.125 2.736
39 H -2.293 -1.911 -5.616
40 H 0.235 2.145 4.974
41 H 2.695 -2.409 4.183
42 C -2.851 -1.736 6.351
43 C -0.788 -0.120 -2.044
44 H -0.891 -1.780 5.435
45 H 1.986 -0.822 -3.299
46 H -2.186 3.230 1.653
47 H 2.463 0.349 -2.049
48 C 1.948 -1.655 4.454
49 C -3.861 -1.647 3.746
50 H -1.192 3.772 -1.526
51 H -0.759 -2.418 -3.931
52 C 1.378 0.775 3.799
53 H -4.235 -1.628 2.727
54 H -1.342 -0.868 -2.626
55 H -2.601 0.592 -5.999
56 H 0.990 -3.376 -0.965
57 C 3.443 1.614 0.785
58 H 2.004 3.672 3.506
59 C -2.046 0.177 -5.140
60 C -1.790 0.758 -1.272
61 C 1.520 -0.748 -6.009
62 C 2.125 -0.681 -2.220
63 C 0.230 1.250 -4.983
64 C 1.768 1.677 2.763
65 Pr 0.327 -0.214 1.370
66 H 3.758 0.876 0.035
67 H 0.067 -3.104 -2.469
68 H 2.911 -1.367 -1.873
69 H -2.802 -0.004 -4.355
70 H 0.955 -2.115 4.392
71 C -0.431 3.344 -0.853
72 C 2.033 -0.470 3.570
73 H -2.458 -1.785 7.370
74 H -2.557 0.143 -0.781
75 C -1.063 1.178 -4.618
76 C -4.731 -1.671 4.829
77 H 1.547 1.301 -6.635
78 H 1.615 -2.424 -4.578
79 H -0.156 4.088 -0.090
80 C -2.463 -1.688 3.946
81 C -2.528 2.484 0.921
82 H 2.569 -0.553 -5.725

Computed properties:
Spin multiplicity   3
Highest occupied orbital energy (alpha / beta)   -9.93 / -9.93 eV
Energy above the lowest of the compared OMol25 structures with the same formula, charge and spin   51.3 kJ/mol
HOMO-LUMO gap (alpha / beta)   6.953 / 7.045 eV
Total charge   +1
Molecular weight   643.64 g mol⁻¹
Maximum force   3.4 eV/A

---

(5)
The following is a DFT calculation (ωB97M-V/def2-TZVPD) of a 12-piece molecular cluster, C50H83Br22F9N2O9 overall in a non-equilibrium geometry.

Cartesian coordinates (Å):
1 O -0.254 3.229 6.601
2 N -0.828 -1.697 1.979
3 Br 7.771 5.665 -1.632
4 Br -3.968 -8.154 1.852
5 C -3.808 0.598 4.859
6 H -7.294 8.517 -6.407
7 C -1.058 -1.309 5.728
8 H 10.220 6.143 -1.481
9 H -3.807 -7.271 7.273
10 H -2.525 -2.987 1.642
11 H 12.140 -0.454 -2.866
12 C -0.580 -2.582 -4.675
13 H 0.143 2.846 0.766
14 H -4.200 -5.283 5.906
15 H 10.522 7.078 -3.911
16 Br -6.664 -2.607 -3.546
17 C 2.728 1.617 0.623
18 H 0.338 2.011 4.530
19 C 9.436 6.554 -2.124
20 H -1.365 3.207 3.434
21 H -5.125 4.766 4.271
22 H -4.142 4.594 2.669
23 C -0.051 2.293 1.811
24 Br 0.066 -7.001 2.637
25 H 0.002 -3.946 4.132
26 C -1.070 0.123 4.926
27 H -4.435 4.297 -2.681
28 H -2.184 -6.673 6.841
29 C -3.122 -7.070 6.444
30 H -5.350 4.643 -4.171
31 C 1.301 -7.907 1.429
32 H 1.619 -2.860 3.844
33 C -1.471 2.837 2.323
34 H 11.694 -0.645 -1.151
35 H -3.696 1.890 -0.320
36 H 5.879 -1.579 -5.654
37 C -3.772 -6.166 5.423
38 C 5.386 -1.327 -7.771
39 H 10.794 1.794 -2.841
40 O -4.950 2.012 2.410
41 H -7.411 8.455 -3.790
42 H -9.388 -0.465 -5.202
43 H -2.147 2.113 5.197
44 C -7.638 -0.999 -4.064
45 C -0.319 -0.385 2.614
46 Br -0.256 -7.718 -0.971
47 H 1.309 -0.707 -0.886
48 C -8.703 -1.310 -5.089
49 H -4.908 -10.904 1.335
50 C -4.275 4.125 3.752
51 C 5.096 -1.169 -6.297
52 H -1.760 -2.696 -4.647
53 C 10.594 0.907 -2.233
54 H 0.766 2.786 2.529
55 C 3.111 3.131 1.012
56 H 9.822 0.305 -2.720
57 O -4.200 -0.588 4.394
58 H -2.077 2.527 -1.437
59 H 4.941 -0.116 -6.045
60 Br -1.966 2.935 -3.552
61 H -8.898 7.972 -4.646
62 Br -5.176 7.604 -5.518
63 H -7.359 6.736 -6.370
64 H -0.293 1.135 -2.407
65 H -0.968 -2.151 4.913
66 O -4.846 1.681 4.830
67 H 4.958 2.024 -3.900
68 H -2.347 2.071 2.209
69 F -2.289 -1.620 6.497
70 H 8.849 6.552 -4.233
71 C 1.323 -7.245 0.071
72 H 1.357 -6.153 0.122
73 O 0.532 -3.372 0.855
74 H -2.998 4.792 -4.816
75 H 5.305 3.404 -2.827
76 H -2.499 -2.321 3.396
77 C -3.902 -10.861 0.908
78 H 2.171 -7.603 -0.519
79 C -4.641 3.957 -3.700
80 H 0.567 -0.794 3.303
81 H 2.279 -7.829 1.912
82 Br 6.064 -3.112 -8.169
83 H -4.547 -6.663 4.833
84 C -3.485 -9.469 0.494
85 C -3.789 -1.510 -7.707
86 C 0.225 1.106 5.300
87 C -0.111 -0.986 -4.523
88 H -3.303 4.276 4.407
89 C -1.798 0.599 -0.093
90 Br -1.120 -1.633 -8.746
91 N -0.328 0.532 0.106
92 C -3.050 -1.606 -9.022
93 H -0.498 1.230 7.573
94 Br -2.459 -5.466 4.161
95 H -4.021 -9.157 -0.406
96 H -3.055 -1.219 1.978
97 H 2.686 3.662 6.104
98 H -9.279 -2.210 -4.857
99 H 9.281 7.607 -1.873
100 F 4.488 3.383 0.431
101 C 6.383 1.617 -2.289
102 H -3.842 -11.549 0.060
103 F 2.365 0.899 2.996
104 H -3.355 -0.781 -7.018
105 H 4.509 -1.171 -8.405
106 H -0.066 -3.276 -3.883
107 H 2.344 5.503 6.449
108 C 0.813 -3.557 3.346
109 F 2.262 1.735 -0.812
110 H 0.060 -0.872 7.723
111 F 3.199 3.551 2.404
112 H 6.181 -0.645 -8.083
113 C 0.131 1.820 6.774
114 Br 3.431 -2.058 -5.805
115 C 0.207 0.712 1.476
116 O -1.369 0.027 3.503
117 C -4.704 2.513 3.627
118 H -8.089 -0.629 -3.139
119 H 4.208 4.570 8.217
120 H -1.326 -0.460 -2.656
121 O 0.137 4.894 8.288
122 Br -7.925 -1.572 -6.859
123 H 1.000 -8.958 1.394
124 C 1.882 0.660 1.581
125 C 11.826 0.076 -1.962
126 Br 7.046 3.222 -4.572
127 Br -5.597 2.263 -3.552
128 C -7.845 7.726 -4.480
129 Br 10.405 4.611 -3.997
130 H -2.485 0.909 6.688
131 Br 9.780 1.526 -0.572
132 H -2.409 -9.370 0.324
133 F -1.871 4.056 1.529
134 H -2.445 -0.365 0.080
135 H -3.237 -0.720 -9.635
136 C 0.200 -1.545 6.752
137 C -2.374 0.989 5.530
138 C -0.274 -0.053 -2.346
139 O -0.514 -0.168 -5.504
140 C -3.398 3.811 -4.546
141 H 7.321 2.015 -1.892
142 H 2.910 3.194 8.721
143 C 3.072 4.318 8.356
144 H -0.482 -1.504 -0.625
145 Br -3.810 -3.226 -6.782
146 C 9.726 6.395 -3.599
147 H -3.558 3.226 -5.456
148 H 1.257 0.542 5.263
149 C -7.107 7.631 -5.794
150 H 0.131 -2.667 7.153
151 C 0.163 -0.520 -0.793
152 H 1.262 -1.391 6.277
153 H -3.303 -2.500 -9.598
154 C -2.582 1.770 -0.664
155 Br -7.866 6.010 -3.554
156 O 0.703 -0.563 -3.362
157 C 5.733 2.522 -3.310
158 F 4.063 0.910 0.454
159 C -2.237 -2.028 2.297
160 H -4.842 -1.264 -7.874
161 Br 13.345 1.201 -1.481
162 C 2.241 4.423 6.908
163 Br 6.784 -0.133 -3.050
164 H 5.699 1.417 -1.460
165 H -0.234 -2.925 -5.739
166 F 2.266 4.172 0.309
167 C 0.150 -2.817 2.042
168 H 2.594 5.071 9.149
169 H -6.896 -0.276 -4.415
170 F 2.411 -0.746 1.378
171 H 1.245 1.837 7.204
172 C 0.667 4.153 7.278
173 Br -2.685 -11.595 2.244
174 Br -2.722 -8.821 5.683
175 H 1.402 -4.541 3.017

Computed properties:
Highest occupied orbital energy   -8.72 eV
HOMO-LUMO gap   8.260 eV
Total charge   0
Molecular weight   2785.09 g mol⁻¹
Maximum force   9.1 eV/A

---

(6)
The following is a DFT calculation (ωB97M-V/def2-TZVPD) of a 2-piece molecular cluster, C3H6N2 overall in a non-equilibrium geometry.

Cartesian coordinates (Å):
1 H 0.570 1.437 1.249
2 N 1.574 -1.081 0.111
3 N 0.812 -0.057 -0.368
4 H 1.381 2.123 -0.182
5 H 1.010 -1.904 -0.123
6 C 0.644 1.251 0.248
7 H 2.547 -1.174 -0.103
8 H -2.671 -0.945 -0.747
9 C -0.375 0.468 -0.584
10 C -2.378 -0.450 0.094
11 H -3.114 0.333 0.405

Computed properties:
Highest occupied orbital energy (alpha / beta)   -7.63 / -7.50 eV
Energy above the lowest of the compared OMol25 structures with the same formula, charge and spin   914.4 kJ/mol
HOMO-LUMO gap (alpha / beta)   7.641 / 7.552 eV
Total charge   0
Molecular weight   70.09 g mol⁻¹
Maximum force   5.6 eV/A

---

(7)
The following is a DFT calculation (ωB97M-V/def2-TZVPD) of C46H39N3OOsPS5Sb2 as an isolated structure in a non-equilibrium geometry.

Cartesian coordinates (Å):
1 H 1.633 1.307 -5.891
2 H 3.368 -4.432 2.866
3 C 2.637 2.203 1.664
4 C -3.724 -1.091 1.948
5 H -2.536 -2.443 -2.259
6 S -0.545 -0.547 2.060
7 C 0.827 2.320 -2.245
8 C 1.749 2.847 -4.406
9 C -3.140 -1.997 2.835
10 C 1.278 2.876 1.488
11 C 2.515 0.692 1.818
12 H 1.320 3.942 1.718
13 H 3.338 2.494 0.876
14 S -2.593 3.158 2.740
15 C 2.882 -5.004 0.857
16 C -4.313 -0.963 4.661
17 C 1.404 1.589 -4.872
18 C -3.550 -2.818 -0.393
19 H 2.265 5.265 0.233
20 H -1.496 5.227 -1.861
21 C 4.910 -0.627 -0.591
22 H -5.054 0.598 1.758
23 H -4.629 -3.508 1.338
24 H 2.579 7.611 -0.397
25 H -4.542 -0.915 5.717
26 H 3.460 0.252 2.140
27 H 4.796 -1.495 0.047
28 H -5.091 -5.728 0.397
29 C -4.597 -0.119 2.429
30 N -0.657 -3.283 0.348
31 H 5.353 2.425 -2.908
32 H -4.383 0.924 -0.467
33 S -1.292 1.145 4.421
34 H -3.027 -4.650 -3.196
35 H 2.250 3.549 -5.059
36 H 7.317 1.060 -2.273
37 C 0.470 1.067 -2.733
38 P -3.242 -1.131 0.212
39 H -2.447 -2.746 2.469
40 H 0.469 -0.291 -4.389
41 C -0.603 5.744 -1.531
42 S -1.866 1.608 0.233
43 H 1.844 -2.895 -1.572
44 H -0.046 0.395 -2.060
45 C -0.736 -5.554 0.873
46 H 1.768 0.472 2.580
47 C 6.334 0.805 -1.900
48 H 3.129 1.833 -2.064
49 C 0.749 0.692 -4.034
50 C -3.444 -1.937 4.185
51 H 3.085 -6.053 1.022
52 H 0.567 2.444 2.205
53 H -4.352 -0.310 -1.741
54 C 2.182 -3.223 -0.592
55 H 3.057 2.593 2.597
56 Sb 1.922 -0.271 -0.004
57 C 5.233 1.570 -2.254
58 Os -1.080 -0.496 -0.120
59 O -0.516 -2.368 -0.586
60 C -4.538 -5.005 -0.187
61 H -5.563 0.707 4.152
62 H -1.164 7.581 -2.477
63 H -4.300 -6.309 -1.871
64 C 6.169 -0.296 -1.072
65 H 1.723 4.212 -2.759
66 C -1.293 0.826 2.719
67 C 1.500 5.763 -0.353
68 C 3.803 0.142 -0.936
69 C -4.096 -5.329 -1.460
70 Sb 0.120 3.023 -0.347
71 C 2.348 -2.302 0.439
72 C 2.776 -2.745 1.684
73 N -0.073 -5.046 -2.552
74 H -5.488 -0.472 -0.396
75 C 0.356 5.089 -0.764
76 H 2.906 -2.050 2.506
77 C -0.417 7.072 -1.884
78 H 7.022 -0.903 -0.800
79 C 1.685 7.090 -0.713
80 C -0.283 -4.812 -1.447
81 C -4.487 -0.140 -0.673
82 C 1.452 3.221 -3.102
83 S -2.560 3.502 5.692
84 N -0.883 -6.399 1.637
85 C 3.973 1.238 -1.773
86 C 2.456 -4.565 -0.390
87 C -4.272 -3.751 0.345
88 C 3.039 -4.094 1.893
89 C -0.557 -4.501 -0.074
90 C -2.171 2.669 4.360
91 H 0.872 8.780 -1.750
92 C 0.727 7.744 -1.475
93 H 2.330 -5.270 -1.203
94 H -2.995 -2.646 4.868
95 C -4.886 -0.053 3.785
96 C -1.918 1.760 1.928
97 C -3.114 -3.149 -1.674
98 C -3.387 -4.398 -2.207

Computed properties:
Highest occupied orbital energy   -10.06 eV
Energy above the lowest of the compared OMol25 structures with the same formula, charge and spin   67.9 kJ/mol
HOMO-LUMO gap   5.928 eV
Total charge   +1
Molecular weight   1274.90 g mol⁻¹
Maximum force   1.4 eV/A

---

(8)
The following is a DFT calculation (ωB97M-V/def2-TZVPD) of one molecule with the formula C2H8N4S in a non-equilibrium geometry.

Cartesian coordinates (Å):
1 H -2.338 -1.460 0.787
2 H 2.501 1.543 1.697
3 N -0.860 -0.378 0.575
4 H 1.914 -0.412 2.218
5 S -1.260 -0.039 -2.656
6 H 1.854 1.302 -0.274
7 H -2.122 -1.276 -2.164
8 C 1.644 0.611 1.703
9 H 0.989 -0.286 -2.219
10 H 0.814 1.138 2.231
11 H -2.693 -0.107 -0.132
12 N -1.990 -1.106 -0.121
13 N 1.225 0.551 0.195
14 C 0.121 -0.044 -0.199
15 N 0.202 -0.037 -1.639

Computed properties:
Highest occupied orbital energy   -8.38 eV
Energy above the lowest of the compared OMol25 structures with the same formula, charge and spin   334.2 kJ/mol
HOMO-LUMO gap   9.143 eV
Total charge   0
Molecular weight   120.18 g mol⁻¹
Maximum force   7.5 eV/A